Entry from OMol25: 7 unconnected molecules or ions with the total composition C30H65ClN4O9P (ωB97M-V/def2-TZVPD).

ORCA input file:
```
! RIJCOSX wB97M-V def2-TZVPD def2/J DEFGRID3
* xyz 1 1
Cl 0.04807 -3.17243 1.69390
P -0.18987 3.15814 0.80619
O 0.93665 4.42214 0.27146
O 3.49865 4.96256 3.38277
O -5.30231 -3.06669 3.17380
O -4.04341 -0.86249 -2.63607
O 0.39899 -1.47950 -3.91741
O -1.75264 3.64254 0.11365
O -0.42162 3.19377 2.39263
O -5.04409 -5.68726 0.07780
O 1.36400 5.51528 -2.27468
N 0.20320 1.54093 0.16761
N 2.84809 1.69799 -0.48929
N -0.25849 -0.72398 -0.47508
N -2.37123 0.67798 0.62126
C 3.61279 -1.96170 -0.88487
C 1.05044 6.71490 -2.96654
C -6.16152 -5.04834 -0.52157
C -5.11915 -0.99298 -3.55360
C -1.53980 -2.67074 0.79995
C 6.68193 -2.41822 0.43723
C -1.10826 -0.24296 -5.32412
C 1.35047 4.84327 4.45550
C 6.49124 -1.40903 -0.84516
C -7.03716 -4.42745 0.54707
C 3.86232 -2.97959 0.41720
C -5.19867 -4.24054 5.26927
C 4.98613 -1.23231 -1.47137
C -1.14326 -1.96807 -0.65293
C 2.23439 7.65884 -2.92827
C 3.28709 2.29304 0.83042
C 5.37352 -3.23491 1.08245
C -2.57042 -3.96518 0.59001
C -4.59295 -3.15774 4.40043
C 7.71320 -0.55672 -1.57853
C 1.52265 0.97596 -0.39258
C 1.22378 -0.56324 -0.87019
C 4.73827 1.76901 1.38376
C 2.85320 4.86681 4.64385
C 3.38609 -0.00335 3.02409
C -0.94262 0.50800 0.15360
C 4.71548 0.29992 2.11365
C -0.67675 -1.60998 -4.83494
C 2.15211 -1.70950 -1.58360
C -5.55066 0.37404 -4.04278
H 1.00942 5.75102 3.94709
H -5.78936 -4.28007 -1.20570
H 1.05466 3.99644 3.82763
H 7.34715 0.53884 -1.87932
H -4.63136 -2.18549 4.90128
H -2.08850 -1.94622 1.53750
H -6.71856 -5.78862 -1.10404
H -6.22740 -2.85326 3.38516
H -3.54773 -3.38830 4.17429
H 4.86271 -0.52404 -2.42085
H -5.16835 -5.20734 4.75623
H 0.79907 6.45768 -3.99971
H 2.86983 0.97146 3.43273
H 8.01466 -1.07364 -2.60578
H 3.19229 3.94854 5.13231
H -1.46941 4.02815 -0.78870
H 5.54779 1.70285 0.51544
H -4.35670 -0.31997 -1.89208
H 5.51226 -3.96924 2.00521
H 1.57744 5.75367 -1.35619
H 2.41175 2.20535 1.62603
H 1.55232 -2.73682 -1.48745
H 3.59260 1.12838 -0.95025
H -4.66021 -4.32668 6.21729
H 4.82690 -0.50572 1.27189
H -5.86942 1.00260 -3.20486
H -1.50252 -2.12709 -4.33665
H 0.17093 7.16953 -2.50031
H -6.46941 -3.69776 1.13362
H -2.93436 -0.19734 0.54817
H -7.90113 -3.92672 0.10105
H 5.65079 0.18775 2.83359
H -0.27352 0.27305 -5.80969
H 3.71939 -0.61964 3.98075
H -3.48853 -3.89280 1.34532
H -5.38511 -6.37336 0.67695
H 2.50316 7.90160 -1.89501
H -2.00107 -4.98543 0.70198
H 7.76575 -2.55353 0.91042
H -6.37663 0.29071 -4.75476
H 2.20427 -1.49900 -2.75183
H -1.42702 0.38559 -4.48620
H -7.39406 -5.19008 1.24693
H 3.40833 3.46550 0.64065
H -6.25123 -4.02474 5.47990
H 8.64861 -0.39277 -0.87438
H 2.01051 8.58715 -3.46139
H -0.64915 -2.80145 -1.30924
H -2.44492 1.13257 1.55770
H 0.83786 4.76510 5.41842
H 3.11344 7.19212 -3.38466
H 2.55784 -0.64014 2.49569
H -1.93423 -0.32629 -6.03610
H 3.15813 5.71830 5.25995
H 0.08570 -0.93697 -3.17342
H -4.78084 -1.61013 -4.39112
H 5.17907 2.53136 2.17606
H 2.90432 -3.51557 0.86840
H 3.19734 5.78549 2.96085
H -2.99408 -3.87227 -0.52046
H -0.33844 -2.22714 -5.67247
H -4.71591 0.89006 -4.52835
H -5.94492 -1.51008 -3.05531
H -2.17121 -1.61927 -1.13863
H 1.11107 4.15390 -0.69756
*
```

Output
max |F| = 6.92 eV/Å
highest occupied orbital energy = -10.55 eV
HOMO-LUMO gap = 7.3 eV
lowest unoccupied orbital energy = -3.3 eV

Entry from OMol25: 6 unconnected molecules or ions with the total composition C31H25F3O20P (ωB97M-V/def2-TZVPD).

ORCA input file:
```
! RIJCOSX wB97M-V def2-TZVPD def2/J DEFGRID3
* xyz -1 1
P -0.37647 -0.54525 2.13361
F -1.15437 -0.59750 -0.53323
F -1.15072 1.44500 0.35792
F -2.84626 -0.08237 0.81272
O -3.09034 -1.69925 3.52451
O -0.08969 3.32226 -9.47046
O -2.50916 4.49477 -9.77214
O -6.61985 -3.86451 5.75073
O 4.02554 3.42534 -4.17542
O -3.38512 3.24254 -5.33312
O 5.11363 3.21097 1.40922
O -3.53390 -3.03414 1.21821
O 3.61843 -7.96664 2.08842
O 1.85482 4.88682 -4.86181
O 2.09502 2.43699 6.00109
O 1.54819 1.94521 -0.47575
O 1.43048 -7.78613 3.67311
O -7.00439 -5.26107 3.46476
O -0.92903 2.14591 -5.00568
O -0.67591 3.35276 -1.22233
O 1.67872 1.01732 3.73997
O 2.66878 -3.92873 -0.11539
O 5.59088 4.57378 3.70212
O 0.53837 -3.70605 1.51946
C 1.69722 -6.80915 2.77155
C 0.52544 4.15354 -3.06096
C 2.90887 3.37988 -3.40815
C 2.56887 1.83760 3.70310
C 1.62963 2.59878 -1.49205
C 2.91384 -6.98327 1.92770
C 1.21705 -4.70009 1.66036
C 2.41827 -4.88796 0.79907
C -5.28476 -4.18528 2.26464
C 0.90759 -5.74132 2.64578
C -4.00419 -2.49743 3.53208
C 2.86672 2.65282 4.91473
C -0.42936 2.70299 -7.22401
C 1.75051 4.20381 -3.85466
C 3.37445 2.07148 2.50090
C -5.82754 -3.63308 4.67400
C 4.67212 3.77077 3.73046
C -2.17709 3.92258 -8.59223
C -1.27375 2.69351 -6.18903
C -0.82284 3.30509 -8.49782
C -2.63891 3.28723 -6.29159
C -3.02298 3.91104 -7.56058
C 2.85063 2.63394 -2.30482
C 0.45684 3.40375 -1.95475
C 3.21036 -5.95661 0.92841
C 4.35592 2.97482 2.51041
C -4.30040 -3.27871 2.29739
C -1.47126 0.08883 0.65724
C -4.84494 -2.73160 4.71153
C 3.85212 3.55461 4.92426
C -6.10594 -4.43321 3.44778
H 0.05714 -1.62697 1.25588
H -5.50855 -4.76021 1.37665
H 3.81072 4.03299 -4.90572
H -1.73251 4.36843 -10.34710
H 3.13516 1.48579 1.62235
H -4.63219 -2.14698 5.59608
H -0.31214 4.74304 -3.40787
H -4.00798 4.35352 -7.61775
H -7.24403 -4.55581 5.46577
H 3.68639 2.03461 -1.96992
H 4.08593 -6.10329 0.31096
H 1.46386 1.74096 5.73342
H 5.74719 3.90042 1.67582
H -0.50940 2.73896 -0.46131
H 4.07991 4.15075 5.79732
H 0.02372 -5.60230 3.25321
H -0.80301 0.54065 3.02387
H 2.14643 -8.43749 3.56557
H -2.89601 -2.34151 1.49556
H 1.95414 -3.26926 -0.00339
H 0.56156 2.27446 -7.16295
H -1.70593 2.26415 -4.42679
H 0.71486 0.30264 1.68084
H 0.54007 -1.06996 3.15083
H -1.42548 -1.35497 2.69745
*
```

Output
max |F| = 2.27 eV/Å
highest occupied orbital energy = -3.57 eV
HOMO-LUMO gap = 3.5 eV
lowest unoccupied orbital energy = -0.1 eV

Entry from OMol25: 3 unconnected molecules or ions with the total composition C20H35N3O8S (ωB97M-V/def2-TZVPD).

ORCA input file:
```
! RIJCOSX wB97M-V def2-TZVPD def2/J DEFGRID3
* xyz 0 1
S 2.69571 -4.11353 -2.12157
O -1.17007 2.57498 1.51915
O 3.37255 -4.30079 -0.76995
O -0.53081 1.40760 -1.49730
O -0.62944 -3.45344 -2.01409
O -3.09575 -0.65414 -1.47493
O -3.37935 -1.13346 3.24698
O 3.68952 -4.21748 -3.27137
O 1.86484 0.95394 -3.30505
N 4.38929 -0.00811 -1.78597
N -0.00261 4.41429 2.05268
N -2.50192 0.28713 4.74297
C -0.58701 -1.09272 -1.47187
C 0.02832 0.14953 -1.80325
C -2.41920 -0.80181 3.93183
C -1.41428 1.10162 -3.90364
C 1.58857 -5.61718 -2.31601
C -3.97983 0.25161 -0.77643
C 3.90065 -1.08941 -2.73544
C -4.47753 -0.28927 0.65922
C -1.04027 2.07863 -2.69523
C -1.97402 -1.05651 -0.66442
C 1.12070 2.61352 0.81989
C -0.10695 3.18162 1.48241
C 1.71464 -2.53526 -2.18560
C -1.47808 0.82300 5.61429
C -1.11987 -1.56328 3.91564
C 2.34710 -1.30002 -2.47961
C 1.43372 0.02667 -2.56777
C 0.13589 -2.45736 -1.91983
C 4.28859 -0.49933 -0.35652
C 1.16372 5.27059 2.10576
H 0.74776 -5.31543 -3.04394
H -3.58646 1.31780 -0.67235
H -0.90207 -1.94908 4.91417
H 0.92242 6.21457 1.61294
H -0.55895 0.24304 5.57073
H -2.15282 0.27262 -3.62089
H 5.41425 -0.00882 -1.95942
H -1.26941 1.85092 5.31066
H -5.19861 0.51011 1.06724
H 1.92370 2.50947 1.55399
H -0.31025 -0.91041 3.58083
H -1.96282 1.73721 -4.69726
H 2.17934 -6.43556 -2.86861
H -0.18083 2.75195 -3.06803
H -3.39725 0.75386 4.70866
H 3.96664 -1.59532 -0.28202
H 1.19355 -5.99767 -1.32300
H 0.89701 1.63167 0.40961
H -4.93231 0.32809 -1.42364
H 4.54876 -2.00051 -2.52928
H -0.85830 4.73956 2.47994
H -1.85804 0.81836 6.63800
H -0.49510 0.67912 -4.45428
H -1.78395 -0.37782 0.24244
H -2.19583 -2.13156 -0.31099
H 2.02425 4.82061 1.61587
H 3.55067 0.14733 0.22267
H -1.19430 -2.40397 3.22781
H 1.43915 3.26650 0.00410
H -1.90947 2.79357 -2.47057
H -3.59779 -0.30451 1.41693
H -5.00711 -1.29562 0.60120
H 5.29291 -0.42385 0.19812
H 1.40538 5.46134 3.15340
H 4.01908 -0.64921 -3.78004
*
```

Output
max |F| = 5.22 eV/Å
highest occupied orbital energy = -9.35 eV
structure (SMILES) = CCOCC1=C(OCC)C(=O)C(CNC)=C(S(C)(=O)=O)C1=O.CNC(C)=O.CNC(C)=O
HOMO-LUMO gap = 7.8 eV
lowest unoccupied orbital energy = -1.6 eV

Entry from OMol25: a molecular structure, C45H39N5O2PReS2 (ωB97M-V/def2-TZVPD).

ORCA input file:
```
! RIJCOSX wB97M-V def2-TZVPD def2/J DEFGRID3
* xyz 3 2
Re 0.18695 -1.18366 1.23439
S -0.25811 -0.92593 -1.00642
S 0.27467 1.18971 1.34094
P -2.15560 -1.82137 1.58683
O -0.11847 -1.17196 3.18828
O 0.73378 -1.10668 5.24771
N 0.09002 2.98621 -0.61151
N -1.87136 -3.34682 2.22713
N 2.18302 -1.23312 2.06618
N 0.64462 1.06649 -2.54069
N 0.28598 -3.36283 1.35345
C -1.07394 0.54403 -6.96534
C 0.01465 4.10455 0.36724
C 1.55906 -5.38940 1.23505
C -4.55926 0.47281 4.72421
C -2.66997 0.75897 -5.17932
C -4.80810 -2.29645 -2.11776
C 3.53975 6.50801 0.03278
C 2.22938 -1.15088 3.38657
C -3.17024 -2.00752 0.11031
C 3.40366 -1.07754 4.13476
C -0.05709 0.37591 -6.03814
C -2.86053 -1.14131 4.19077
C -0.71884 -4.04428 1.93755
C 3.62917 5.20686 0.51398
C 0.18886 1.73141 -0.26819
C 4.55438 -1.30501 -0.73061
C 4.59737 -1.14893 2.05089
C 0.89085 -1.14214 4.06681
C -0.61394 -5.40484 2.23335
C 0.53307 -6.07768 1.88688
C 1.39780 -4.05189 0.99705
C -4.80235 0.68018 3.37391
C 2.48718 4.43299 0.63196
C 3.36774 -1.29423 -0.05042
C 2.30853 7.03609 -0.32625
C 4.59525 -1.07822 3.45933
C -1.65865 0.57621 -4.24979
C 1.24917 4.95749 0.26209
C 3.36007 -1.22245 1.35969
C 0.77088 0.15069 -3.69374
C -4.08100 -0.02165 2.42410
C 0.24961 0.70616 -1.36229
C -4.59661 -3.37169 -1.27072
C -3.77715 -3.23238 -0.15987
C 5.80642 -1.15476 1.31001
C 5.78768 -1.23406 -0.05179
C -3.08963 -0.92465 2.82530
C 0.05113 3.37052 -2.02907
C -3.37023 -0.93336 -0.75950
C 0.97390 2.48037 -2.81997
C -3.59938 -0.44482 5.12991
C -4.19100 -1.07664 -1.86284
C 1.16254 6.25997 -0.21491
C -0.34811 0.38617 -4.67741
C -2.37936 0.73873 -6.53778
H -2.12317 -1.85465 4.52054
H -4.35944 -0.23799 -2.52395
H 0.19942 6.68120 -0.47772
H 2.43619 -1.35959 -0.59674
H -3.62267 -4.08357 0.48842
H 0.83135 2.63031 -3.88898
H 6.74200 -1.10050 1.85057
H 4.43084 7.11469 -0.04813
H -1.90927 0.56393 -3.19339
H 4.58849 4.80826 0.81402
H 2.23705 8.05318 -0.68512
H 1.73708 0.38496 -4.14497
H -3.16952 0.87621 -7.26244
H 0.96161 0.23728 -6.37791
H 2.55412 3.43008 1.04097
H -5.45301 -2.40647 -2.97863
H 6.71079 -1.24985 -0.61307
H -2.89558 0.02545 -0.56887
H 3.32700 -1.02628 5.21145
H -5.07211 -4.32173 -1.47048
H -3.68708 0.91536 -4.84764
H 5.53763 -1.02494 3.98917
H -5.57386 1.37022 3.06224
H -0.11716 3.66584 1.35393
H 0.38684 4.40470 -2.09176
H 2.17223 -3.47889 0.50706
H -3.42841 -0.62320 6.18216
H -1.43869 -5.90957 2.71635
H -4.32070 0.11223 1.38134
H -5.13687 1.01097 5.46331
H 2.46547 -5.88715 0.92620
H 2.02432 2.63855 -2.56324
H -0.84475 0.53023 -8.02146
H -2.58311 -3.81719 2.77105
H -0.98179 3.30364 -2.38128
H 0.80110 -0.87169 -3.31696
H -0.88612 4.66560 0.11123
H 0.63130 -7.13184 2.10754
H 4.55026 -1.37921 -1.80982
*
```

Output
max |F| = 0.59 eV/Å
highest occupied orbital energy (spin up / spin down) = -15.91 / -15.92 eV
relative energy (zero: lowest compared OMol25 entry of this formula, charge and spin) = 7.3 kcal per mole
HOMO-LUMO gap (spin up / spin down) = 5.6 / 5.9 eV
lowest unoccupied orbital energy (spin up / spin down) = -10.3 / -10.1 eV

The highest max |F| belongs to which entry?
C30H65ClN4O9P

Please write out number 3 again, unchanged.
Entry from OMol25: 3 unconnected molecules or ions with the total composition C20H35N3O8S (ωB97M-V/def2-TZVPD).

ORCA input file:
```
! RIJCOSX wB97M-V def2-TZVPD def2/J DEFGRID3
* xyz 0 1
S 2.69571 -4.11353 -2.12157
O -1.17007 2.57498 1.51915
O 3.37255 -4.30079 -0.76995
O -0.53081 1.40760 -1.49730
O -0.62944 -3.45344 -2.01409
O -3.09575 -0.65414 -1.47493
O -3.37935 -1.13346 3.24698
O 3.68952 -4.21748 -3.27137
O 1.86484 0.95394 -3.30505
N 4.38929 -0.00811 -1.78597
N -0.00261 4.41429 2.05268
N -2.50192 0.28713 4.74297
C -0.58701 -1.09272 -1.47187
C 0.02832 0.14953 -1.80325
C -2.41920 -0.80181 3.93183
C -1.41428 1.10162 -3.90364
C 1.58857 -5.61718 -2.31601
C -3.97983 0.25161 -0.77643
C 3.90065 -1.08941 -2.73544
C -4.47753 -0.28927 0.65922
C -1.04027 2.07863 -2.69523
C -1.97402 -1.05651 -0.66442
C 1.12070 2.61352 0.81989
C -0.10695 3.18162 1.48241
C 1.71464 -2.53526 -2.18560
C -1.47808 0.82300 5.61429
C -1.11987 -1.56328 3.91564
C 2.34710 -1.30002 -2.47961
C 1.43372 0.02667 -2.56777
C 0.13589 -2.45736 -1.91983
C 4.28859 -0.49933 -0.35652
C 1.16372 5.27059 2.10576
H 0.74776 -5.31543 -3.04394
H -3.58646 1.31780 -0.67235
H -0.90207 -1.94908 4.91417
H 0.92242 6.21457 1.61294
H -0.55895 0.24304 5.57073
H -2.15282 0.27262 -3.62089
H 5.41425 -0.00882 -1.95942
H -1.26941 1.85092 5.31066
H -5.19861 0.51011 1.06724
H 1.92370 2.50947 1.55399
H -0.31025 -0.91041 3.58083
H -1.96282 1.73721 -4.69726
H 2.17934 -6.43556 -2.86861
H -0.18083 2.75195 -3.06803
H -3.39725 0.75386 4.70866
H 3.96664 -1.59532 -0.28202
H 1.19355 -5.99767 -1.32300
H 0.89701 1.63167 0.40961
H -4.93231 0.32809 -1.42364
H 4.54876 -2.00051 -2.52928
H -0.85830 4.73956 2.47994
H -1.85804 0.81836 6.63800
H -0.49510 0.67912 -4.45428
H -1.78395 -0.37782 0.24244
H -2.19583 -2.13156 -0.31099
H 2.02425 4.82061 1.61587
H 3.55067 0.14733 0.22267
H -1.19430 -2.40397 3.22781
H 1.43915 3.26650 0.00410
H -1.90947 2.79357 -2.47057
H -3.59779 -0.30451 1.41693
H -5.00711 -1.29562 0.60120
H 5.29291 -0.42385 0.19812
H 1.40538 5.46134 3.15340
H 4.01908 -0.64921 -3.78004
*
```

Output
max |F| = 5.22 eV/Å
highest occupied orbital energy = -9.35 eV
structure (SMILES) = CCOCC1=C(OCC)C(=O)C(CNC)=C(S(C)(=O)=O)C1=O.CNC(C)=O.CNC(C)=O
HOMO-LUMO gap = 7.8 eV
lowest unoccupied orbital energy = -1.6 eV